{"formula": "C14H22AuIN4O2", "method": "ωB97M-V/def2-TZVPD", "largest_force_ha_per_bohr": 0.06651, "e_lumo_ev": [4.263, 4.218], "relative_energy_kcal_mol": 12.4, "multiplicity": 3, "total_charge": -2, "orbital_gap_ev": [1.6, 3.6], "elements": ["Au", "I", "O", "O", "N", "N", "N", "N", "C", "C", "C", "C", "C", "C", "C", "C", "C", "C", "C", "C", "C", "C", "H", "H", "H", "H", "H", "H", "H", "H", "H", "H", "H", "H", "H", "H", "H", "H", "H", "H", "H", "H", "H", "H"], "positions_angstrom": [[0.3979, 0.2054, -0.7550], [-0.6705, 0.0029, -3.0647], [2.5712, 2.2284, -2.4361], [-1.9956, -1.7201, 0.9329], [1.4798, -2.1417, 1.2821], [-0.0960, 2.8312, 1.0017], [0.1580, -2.8148, -0.3164], [-1.7954, 2.1347, -0.0622], [2.1112, -1.4859, 2.3990], [-1.1074, 3.7744, 1.1863], [-0.8810, -2.9360, -1.2939], [1.1930, -3.6927, -0.2575], [0.3604, -1.7126, 0.5496], [1.1840, 2.9447, 1.6889], [-0.7309, -0.6436, 2.6410], [-0.8753, -1.3220, 1.3196], [1.9899, -3.2947, 0.7490], [-2.7310, 1.3200, -0.7929], [1.8340, 1.3381, -2.3858], [0.6798, 0.3999, -4.8566], [-0.5220, 1.7991, 0.2391], [-2.1608, 3.3278, 0.4905], [-0.7187, -3.8632, -1.8869], [-0.7900, -2.0668, -2.0001], [-1.6980, -0.2235, 2.9606], [1.3308, 4.0020, 1.9671], [1.5711, -1.6600, 3.3379], [0.8025, 1.4613, -5.0972], [-0.4626, -1.3941, 3.4100], [-1.8738, -2.8854, -0.8109], [-0.0007, 0.1811, 2.6347], [-2.9410, 0.3510, -0.2623], [2.0192, 2.6144, 1.0442], [-1.0256, 4.6633, 1.7571], [1.6694, -0.0651, -4.8700], [2.2401, -0.4113, 2.2336], [0.0453, -0.0782, -5.6284], [-3.6344, 1.9405, -0.9780], [2.8733, -3.7995, 1.1311], [3.0952, -1.9478, 2.5275], [-2.2485, 1.0873, -1.7884], [-3.1189, 3.7644, 0.3373], [1.2744, -4.5718, -0.9100], [1.1974, 2.3592, 2.6323]], "forces_ev_per_a": [[1.0, -0.3, 2.0], [-2.3, -0.6, -2.5], [-1.1, -0.9, 0.1], [0.7, 1.1, 0.8], [1.4, 0.4, 2.4], [0.0, 0.7, 0.8], [-1.1, -1.7, -0.7], [-0.2, 0.1, 0.5], [-0.1, -0.7, -0.5], [0.3, -0.4, -0.3], [-0.2, 0.7, -1.0], [0.7, -0.6, 0.3], [-1.8, 1.7, -0.2], [0.3, -0.1, 0.1], [-0.4, 0.9, 0.9], [0.0, -2.0, -1.3], [1.1, -1.5, -0.6], [-0.3, -0.8, -1.3], [2.5, 1.3, 0.1], [0.9, 0.3, -1.7], [-0.2, 1.0, -0.2], [0.1, 0.0, 0.3], [-0.2, 0.5, 0.5], [-0.4, -1.3, 0.7], [0.2, -0.1, -0.3], [0.0, -0.4, -0.2], [0.1, 0.3, 0.0], [-0.2, 0.0, 0.2], [0.0, 0.3, -0.4], [0.5, -0.3, -0.6], [-0.1, -0.5, 0.0], [0.1, 1.0, -0.5], [-0.6, 0.1, 0.3], [0.3, 0.5, 0.4], [0.0, -0.2, 0.3], [-0.1, 0.1, -0.1], [0.2, 0.3, 0.6], [0.4, -0.6, 0.2], [-0.2, 0.4, -0.1], [0.1, 0.2, -0.1], [-1.1, 0.3, 1.3], [-0.4, 0.1, 0.0], [-0.1, 0.6, 0.4], [-0.1, 0.1, -0.6]], "mulliken_charge": [-0.10, -1.05, -0.30, -0.70, 0.79, 0.43, 0.47, 0.46, -0.85, -0.61, -0.34, -0.66, -0.86, -0.79, -1.44, 0.75, -0.41, -0.42, 0.10, -0.76, -0.62, -0.39, 0.28, -0.46, 0.34, 0.32, 0.24, 0.33, 0.42, 0.25, 0.14, 0.21, 0.26, 0.43, 0.30, 0.16, 0.37, 0.25, 0.31, 0.33, -0.18, 0.44, 0.33, 0.22]}

{"formula": "CClF3O3S", "method": "ωB97M-V/def2-TZVPD", "largest_force_ha_per_bohr": 0.09078, "e_lumo_ev": 0.507, "relative_energy_kcal_mol": 0.0, "total_charge": 0, "orbital_gap_ev": 13.1, "elements": ["Cl", "S", "F", "F", "F", "O", "O", "O", "C"], "positions_angstrom": [[0.5687, -1.2916, -1.6634], [-1.0861, 0.6746, 0.1093], [2.3958, -0.2688, -0.2980], [0.8932, -1.4802, 0.8027], [-1.1020, 1.0173, 1.6599], [-1.5892, -0.5989, -0.0766], [0.4984, 0.6425, 0.0446], [-1.6429, 1.8699, -0.3578], [1.0641, -0.5648, -0.2207]], "forces_ev_per_a": [[-0.1, -0.7, -1.6], [-0.5, 2.8, 3.7], [-1.0, -0.4, 0.3], [0.2, 1.5, -0.9], [0.1, -1.0, -0.3], [-1.0, -1.7, -0.4], [-0.6, 0.6, -0.3], [0.3, 0.3, -1.8], [2.6, -1.3, 1.2]], "mulliken_charge": [-0.08, 1.22, -0.21, -0.21, -0.23, -0.47, -0.19, -0.50, 0.66]}

{"formula": "C5H5NOS", "method": "ωB97M-V/def2-TZVPD", "largest_force_ha_per_bohr": 0.09981, "e_lumo_ev": 0.654, "relative_energy_kcal_mol": 73.6, "total_charge": 0, "orbital_gap_ev": 9.4, "elements": ["S", "O", "N", "C", "C", "C", "C", "C", "H", "H", "H", "H", "H"], "positions_angstrom": [[-2.6068, -0.0328, 1.5476], [2.1707, 0.3370, 1.2213], [-2.3015, -0.3285, -1.0222], [2.3483, 0.3865, -0.1223], [0.8115, 0.1260, 1.4049], [-1.7559, -0.2122, 0.2289], [0.2180, 0.0298, 0.2021], [1.2111, 0.1847, -0.8063], [-3.2307, -0.5984, -0.9774], [0.9998, 0.0868, -1.8038], [3.3151, 0.4516, -0.5526], [-1.8672, -0.5783, -1.8812], [0.6874, 0.1476, 2.5610]], "forces_ev_per_a": [[-0.3, -0.1, 1.3], [-0.4, 0.1, -1.1], [1.6, 0.2, 1.3], [0.2, -0.4, -0.4], [1.5, 0.4, 2.9], [4.3, 0.9, -2.6], [-5.0, -0.7, 1.1], [-0.8, 0.0, 2.3], [-2.2, -0.3, 0.0], [0.1, 0.0, -2.3], [0.8, 0.3, 0.3], [1.0, -0.1, -0.1], [-0.9, -0.3, -2.6]], "mulliken_charge": [-0.33, -0.30, -0.38, -0.43, -0.37, 0.33, 0.43, -0.55, 0.21, 0.44, 0.41, 0.21, 0.32]}